Version i
This record from the Open Molecules 2025 dataset describes an isolated molecule of C2H3N2OP. The level of theory is ωB97M-V with the def2-TZVPD basis set.

Results
Molar mass in g mol⁻¹: 102.033
Kohn-Sham gap in eV: 8.6
E_LUMO in hartree: -0.0173

Each line ends with the Mulliken charge.
CARTESIAN COORDINATES (ANGSTROEM)
C -0.0306 1.0810 -0.2674  -0.06
C 1.1553 0.2814 -0.1019  0.45
N -1.2275 0.5988 -0.2159  -0.26
N -1.2563 -0.6782 -0.3691  -0.28
O 2.3009 0.6699 0.0612  -0.55
P 0.7041 -1.5449 -0.1405  0.06
H 0.2025 2.1641 0.0483  0.29
H -2.0557 -1.2568 -0.2782  0.24
H 0.2073 -1.3153 1.2635  0.12

Version ii
This record from the Open Molecules 2025 dataset describes an isolated molecule of C2H3N2OP. The level of theory is ωB97M-V with the def2-TZVPD basis set.

Results
Molar mass in g mol⁻¹: 102.033
Kohn-Sham gap in eV: 9.7
E_LUMO in hartree: 0.0088

Each line ends with the Mulliken charge.
CARTESIAN COORDINATES (ANGSTROEM)
C -0.8759 -0.2804 0.6972  -0.30
C -1.1897 0.8822 0.0044  -0.31
N 0.3265 -0.8145 0.5955  -0.60
N 0.9441 -0.0299 -0.4410  0.43
O 2.2004 -0.5466 -0.8746  -0.42
P 0.0506 1.2986 -1.0932  -0.03
H -1.4238 -0.6315 1.4824  0.44
H -2.0940 1.4294 -0.0964  0.37
H 2.0618 -1.3072 -0.2743  0.42

Energies in hartree, measured from the most stable structure: version i 0.0067; version ii 0.0000.

Version i
This record from the Open Molecules 2025 dataset describes an isolated molecule of C20H23N3O2S. The level of theory is ωB97M-V with the def2-TZVPD basis set.

Results
Molar mass in g mol⁻¹: 369.490
Kohn-Sham gap in eV: 7.9
E_LUMO in hartree: -0.0159

Each line ends with the Mulliken charge.
CARTESIAN COORDINATES (ANGSTROEM)
C -7.5577 -0.3444 0.7166  -1.04
C -7.0678 -1.1425 -0.4877  -0.43
O -5.9410 -1.9437 -0.1868  -0.44
C -4.7147 -1.3780 -0.0809  0.59
C -4.4003 -0.0623 -0.3317  -0.05
C -3.0727 0.3848 -0.1994  0.62
C -2.6912 1.7185 -0.4479  -0.68
C -1.3766 2.0932 -0.2914  0.15
C -0.9587 3.4167 -0.5409  -0.26
N -0.6342 4.4954 -0.7553  -0.51
C -0.4394 1.1004 0.1275  0.60
N -0.7710 -0.1397 0.3502  -0.23
C -2.0527 -0.5218 0.1993  -0.65
C -2.3993 -1.8656 0.4473  -0.61
C -3.6910 -2.2764 0.3100  -0.57
H -3.9770 -3.2999 0.4953  0.44
H -1.6208 -2.5480 0.7490  0.48
S 1.2335 1.5681 0.3533  -0.22
C 1.9091 -0.0330 0.9152  -0.71
C 3.4081 0.0671 1.1561  0.61
O 3.8473 0.0510 2.2900  -0.66
N 4.2070 0.1736 0.0748  0.14
C 3.7832 0.1043 -1.3041  -0.87
H 4.4413 0.7594 -1.8836  0.39
C 3.8555 -1.3136 -1.8796  -0.35
H 3.6121 -1.2564 -2.9427  0.41
H 3.1019 -1.9430 -1.4002  0.17
C 5.2249 -1.9712 -1.7033  -0.80
H 6.0042 -1.3295 -2.1179  0.34
C 5.5390 -2.3026 -0.2407  -0.65
C 6.2437 -1.1853 0.5329  -0.67
C 5.6379 0.2075 0.3051  -1.07
H 5.8202 0.8243 1.1886  0.42
H 6.1010 0.6893 -0.5576  0.49
H 7.2973 -1.1465 0.2505  0.40
H 6.1893 -1.4256 1.5951  0.33
H 6.1791 -3.1864 -0.1999  0.39
H 4.6080 -2.5584 0.2701  0.27
H 5.2245 -2.8981 -2.2812  0.40
H 2.7704 0.4954 -1.4062  0.26
H 1.4249 -0.2704 1.8617  0.67
H 1.6449 -0.7818 0.1707  0.28
H -3.4287 2.4447 -0.7611  0.52
H -5.1443 0.6581 -0.6353  0.44
H -6.8553 -0.4819 -1.3371  0.34
H -7.8341 -1.8599 -0.7938  0.32
H -6.7985 0.3551 1.0578  0.34
H -7.7927 -1.0204 1.5348  0.31
H -8.4528 0.2097 0.4482  0.35

Version ii
This record from the Open Molecules 2025 dataset describes an isolated molecule of C20H23N3O2S. The level of theory is ωB97M-V with the def2-TZVPD basis set.

Results
Molar mass in g mol⁻¹: 369.490
Kohn-Sham gap in eV: 8.5
E_LUMO in hartree: 0.0100

Each line ends with the Mulliken charge.
CARTESIAN COORDINATES (ANGSTROEM)
O 2.3238 -1.1145 -0.7081  -0.66
N 3.8096 5.0099 -2.7456  -0.61
O 4.1709 7.0529 -4.5370  -0.56
S 6.3062 4.2263 -2.5719  -0.24
C 1.4426 -0.2884 -0.5236  0.63
C 5.0384 5.3681 -3.0006  0.54
C 5.2425 2.0026 -1.3251  -0.66
C -0.9238 0.2212 0.2078  -0.70
C -0.3162 -2.0189 -0.4383  -0.55
C 4.1231 1.2237 -0.9779  -0.35
C 2.6557 2.9846 -1.8054  -0.74
C -2.2379 -0.2243 0.4851  -0.70
C -1.6258 -2.4794 -0.1549  -0.57
C 3.7929 3.7130 -2.1781  -0.34
C 5.0451 3.1869 -1.9727  0.70
C 0.0604 -0.7084 -0.1965  0.55
C 2.8088 1.7342 -1.1887  0.60
C -2.5763 -1.6045 0.3937  0.76
N 1.6742 1.0488 -0.7585  -0.02
N -3.8033 -2.8342 2.0965  0.62
C 5.3030 6.6321 -3.7741  -0.27
C -3.9480 -2.0765 0.8441  -1.36
C -4.5340 -5.1129 1.4009  -1.16
C -2.3441 -2.8959 4.0172  -1.14
C -4.7549 -3.9469 2.3349  -0.67
C -3.3699 -2.0738 3.2679  -0.60
H 3.3405 6.6885 -4.1726  0.36
H 6.2632 1.6815 -1.0867  0.35
H -0.6842 1.2474 0.3976  0.38
H 0.3975 -2.7067 -0.8354  0.45
H 4.2667 0.2579 -0.4625  0.36
H 1.7086 3.4854 -1.9348  0.38
H -3.0158 0.4939 0.7641  0.35
H -1.8375 -3.5258 -0.2602  0.39
H 0.8054 1.5660 -0.7559  0.06
H 5.4766 7.4320 -3.0326  0.20
H 6.2018 6.5213 -4.4006  0.31
H -4.6794 -1.2346 0.9577  0.25
H -4.3935 -2.7314 0.0599  0.41
H -3.4519 -5.3291 1.3340  0.23
H -4.8700 -4.8062 0.4099  0.30
H -5.0651 -6.0127 1.7153  0.40
H -2.7468 -3.8751 4.3033  0.28
H -2.0600 -2.3479 4.9273  0.40
H -1.4693 -3.0362 3.4085  0.27
H -4.7063 -4.3234 3.3603  0.41
H -5.7681 -3.4856 2.1880  0.32
H -2.8781 -1.1362 3.0029  0.27
H -4.1973 -1.8485 3.9217  0.37

Energies in hartree, measured from the most stable structure: version i 0.0000; version ii 0.0163.

Version i
This record from the Open Molecules 2025 dataset describes a cluster of 3 separate species, C2H12N2O2 in total. The level of theory is ωB97M-V with the def2-TZVPD basis set.

Results
Molar mass in g mol⁻¹: 96.130
Kohn-Sham gap in eV: 9.4
E_LUMO in hartree: 0.0277

Each line ends with the Mulliken charge.
CARTESIAN COORDINATES (ANGSTROEM)
N 1.4070 0.7393 -0.3895  -0.49
C 2.4615 0.7876 -1.5233  -0.43
C 1.6865 -0.0126 -2.6842  -0.40
N 1.8463 -1.4962 -2.5664  -0.57
H 0.9297 1.5614 -0.3373  0.18
H 1.6962 0.4401 0.5595  0.17
H 3.4374 0.3090 -1.2452  0.25
H 2.5867 1.9171 -1.4828  0.29
H 0.6347 0.3150 -2.9251  0.26
H 2.0879 0.3045 -3.6310  0.25
H 2.6242 -1.8491 -1.9305  0.24
H 1.0552 -1.8482 -2.1658  0.24
H -5.2674 -0.4935 2.5191  0.31
H -5.0757 -1.9155 2.8284  0.29
O -4.8606 -1.2845 2.2416  -0.59
H -1.5345 1.9325 3.0462  0.32
H -1.5505 1.3351 4.3593  0.28
O -1.3000 1.1145 3.5509  -0.60

Version ii
This record from the Open Molecules 2025 dataset describes a cluster of 3 separate species, C2H12N2O2 in total. The level of theory is ωB97M-V with the def2-TZVPD basis set.

Results
Molar mass in g mol⁻¹: 96.130
Kohn-Sham gap in eV: 10.0
E_LUMO in hartree: 0.0244

Each line ends with the Mulliken charge.
CARTESIAN COORDINATES (ANGSTROEM)
C 1.1498 0.2774 0.2313  -0.37
C 0.5782 0.6069 -1.1394  -0.39
N 1.3850 -0.0026 -2.2063  -0.62
N 0.5306 1.0298 1.3456  -0.64
H 2.2033 0.5785 0.1641  0.38
H 1.0724 -0.7982 0.4084  0.24
H 0.5690 1.6847 -1.3130  0.20
H -0.4336 0.2424 -1.2567  0.25
H 2.2899 -0.3083 -1.8498  0.25
H 0.9268 -0.8426 -2.5331  0.26
H 1.0983 1.0045 2.1904  0.20
H -0.3673 0.6041 1.5320  0.25
H -1.5147 -4.1785 1.3450  0.32
H -2.2465 -2.7369 1.2731  0.32
O -1.5373 -3.2988 0.9643  -0.64
H -1.1881 2.1863 0.5814  0.37
H -2.3666 1.8792 -0.3308  0.31
O -2.1490 2.0722 0.5936  -0.68

Version iii
This record from the Open Molecules 2025 dataset describes a cluster of 3 separate species, C2H12N2O2 in total. The level of theory is ωB97M-V with the def2-TZVPD basis set.

Results
Molar mass in g mol⁻¹: 96.130
Kohn-Sham gap in eV: 9.2
E_LUMO in hartree: 0.0242

Each line ends with the Mulliken charge.
CARTESIAN COORDINATES (ANGSTROEM)
C 0.1443 1.0597 0.0814  -0.43
C -0.2740 0.1118 1.2872  -0.34
N 0.8621 -0.6702 1.8274  -0.46
N -0.8387 2.0792 -0.4067  -0.56
H 1.0496 1.6400 0.3361  0.29
H 0.3841 0.4179 -0.7966  0.09
H -0.5481 0.8936 2.0071  0.42
H -0.9899 -0.5775 0.9188  0.12
H 1.0038 -1.6257 1.3876  0.22
H 1.0432 -0.5615 2.8709  0.18
H -1.6054 1.6022 -0.8566  0.26
H -1.2110 2.5676 0.4332  0.26
H 2.1269 -1.1264 -0.5870  0.34
H 2.1489 -2.6306 -0.6121  0.29
O 1.5304 -1.8631 -0.5402  -0.65
H -2.0895 -0.9160 -2.0345  0.33
H -0.9918 0.0738 -2.4977  0.30
O -1.7449 -0.4748 -2.8183  -0.65

Energies in hartree, measured from the most stable structure: version i 0.0700; version ii 0.0000; version iii 0.0216.